# C17H17Cl8F2NO2

A 5-piece molecular cluster, C17H17Cl8F2NO2 overall at a distorted geometry (ωB97M-V/def2-TZVPD, the OMol25 dataset).

Geometry (Å):
C1 -3.43668 3.46985 3.24562
C2 -3.82826 2.64534 2.28179
N1 -4.19120 1.74940 1.13131
C3 -4.75561 0.40818 1.54422
O1 -5.97518 0.12783 1.76936
C4 -3.41221 -0.46757 1.65416
C5 -3.12081 -1.89865 2.25146
C6 -1.63546 -2.45533 2.23192
C7 -0.38626 -1.63830 1.63140
C8 1.05071 -2.35906 1.75106
F1 1.57288 -2.17729 3.11480
C9 2.10845 -1.98813 0.59392
C10 1.54359 -2.15405 -0.91498
C11 -0.69117 -0.22357 0.99171
F2 0.35773 0.58227 0.42934
C12 -2.17568 0.30520 1.02444
C13 -2.82733 1.67173 0.47384
O2 -2.40536 2.53590 -0.35756
H1 -2.87638 4.19465 3.94302
H2 -4.00042 -2.49766 2.68285
H3 -1.45869 -3.51279 2.68007
H4 0.85404 -3.50786 1.65355
H5 3.06196 -2.62943 0.80039
H6 2.40695 -0.86629 0.72824
H7 0.44869 -2.54999 -0.95491
H8 1.65611 -1.12082 -1.45790
H9 2.25094 -2.88864 -1.48524
Cl1 5.24864 -1.32795 -1.67959
C14 4.76738 -0.87663 -3.32047
Cl2 3.01000 -0.76099 -3.45965
H10 5.20694 0.09050 -3.56557
H11 5.12934 -1.63313 -4.01680
Cl3 -8.32242 1.30259 -2.06408
C15 -7.87136 1.84481 -0.44269
Cl4 -8.77049 3.29541 0.01785
H12 -8.09061 1.05042 0.27058
H13 -6.80470 2.06937 -0.42783
Cl5 9.00852 0.67830 -1.22517
C16 7.99269 0.11883 0.10890
Cl6 8.97155 -0.56384 1.41304
H14 7.42212 0.96236 0.49801
H15 7.31148 -0.64764 -0.26168
Cl7 1.99903 2.91008 -4.38284
C17 0.98257 2.33714 -3.05453
Cl8 1.96077 1.64904 -1.75312
H16 0.40814 3.17563 -2.66053
H17 0.30505 1.57078 -3.43168

Properties
Maximum force, hartree/bohr: 0.1472
Total energy, eV: -129093.017
LUMO, eV: -2.0
SMILES string: C#CN1C(=O)c2ccc([C@H](F)CC)c(F)c2C1=O.ClCCl.ClCCl.ClCCl.ClCCl
HOMO-LUMO gap, hartree: 0.2921